14
Properties=species:S:1:pos:R:3:lowdin_charge:R:1 method="wB97M-V/def2-TZVPD" homo_lumo_gap_ev="10.52 / 7.09" mol_weight_g_mol=119.17 lumo_ev="0.804 / -2.357" de_lowest_kj_mol=31.7 spin_multiplicity=2
N -0.8211 0.7589 1.1991 0.04
C -0.1870 0.6016 -0.1104 -0.38
C -0.8323 -0.5504 -0.9754 -0.60
S -2.5948 -0.6839 -0.9820 0.70
C 1.2925 0.2450 -0.1626 -0.54
N 1.7407 -0.5165 0.8764 0.17
O 1.9828 0.5957 -1.0963 0.06
H -1.2279 1.6944 1.1759 0.08
H -1.7207 0.2742 1.0988 0.01
H -0.2519 1.4318 -0.7665 0.12
H -0.5193 -1.5059 -0.5375 0.08
H -0.4498 -0.4347 -1.9772 0.07
H 1.0216 -0.8361 1.5052 0.09
H 2.5671 -1.0742 0.7524 0.11

11
Properties=species:S:1:pos:R:3:lowdin_charge:R:1 method="wB97M-V/def2-TZVPD" homo_lumo_gap_ev=9.95 smiles="[H]/N=C(/NO)NS" mol_weight_g_mol=107.14 lumo_ev=0.320 de_lowest_kj_mol=304.8
H 0.9766 1.9355 -0.0438 -0.02
N 0.0135 1.7086 0.0374 0.13
C -0.1559 0.4205 -0.2457 -0.59
N -1.4241 0.0315 -0.6425 -0.05
O -1.8130 -1.0370 0.1059 -0.06
N 0.7926 -0.5584 -0.5422 -0.45
S 2.4061 -0.3325 -0.2065 0.68
H -2.1182 0.8071 -0.5009 0.15
H -1.8572 -0.9541 1.0207 0.07
H 0.4742 -1.7430 -0.1991 0.23
H 2.7053 -0.2782 1.2169 -0.09

112
Properties=species:S:1:pos:R:3:lowdin_charge:R:1 method="wB97M-V/def2-TZVPD" homo_lumo_gap_ev="8.17 / 6.93" charge=+2 mol_weight_g_mol=1022.94 lumo_ev="-3.928 / -6.278" de_lowest_kj_mol=0.0 spin_multiplicity=5
Rh 0.6035 0.0191 0.6979 0.95
F 1.9653 -0.0219 3.3855 0.02
C 0.9147 0.7066 2.9463 -0.31
F -0.1966 0.1977 3.4829 0.01
H 1.0451 1.7625 3.1793 0.11
O 1.3327 3.4436 1.6053 -0.01
C 0.2532 3.2811 1.0101 -0.63
O -0.2024 2.2373 0.4714 -0.12
C -0.6388 4.5140 0.8890 -0.17
N -0.0467 5.5654 1.8058 0.11
C 0.0407 6.8856 1.0654 -0.08
C -0.7634 6.6530 -0.2093 -0.14
C -0.5732 5.1626 -0.4949 -0.11
H -1.6610 4.2916 1.1855 0.14
H 0.8792 5.1436 2.0118 0.15
H -0.5579 5.6444 2.6809 0.19
H 1.0913 7.0779 0.8653 0.14
H -0.3473 7.6769 1.6987 0.13
H -0.4151 7.2899 -1.0193 0.13
H -1.8176 6.8741 -0.0361 0.13
H 0.4061 4.9788 -0.9437 0.13
H -1.3372 4.7542 -1.1538 0.13
C 2.6727 -0.5739 -5.2610 -0.05
C 1.1859 -0.4512 -4.9571 -0.18
N 0.8810 0.3255 -3.7403 -0.06
C 0.6554 1.7674 -3.8963 -0.19
C 1.9071 2.6116 -3.6657 -0.05
C 0.9298 -0.2169 -2.5149 -0.41
C 1.1694 -1.6934 -2.3825 0.00
N 0.8029 0.4816 -1.4159 0.03
H 2.8134 -1.0656 -6.2240 0.09
H 3.1982 -1.1636 -4.5092 0.07
H 3.1440 0.4077 -5.3152 0.07
H 0.7232 -1.4320 -4.8836 0.11
H 0.6884 0.0584 -5.7794 0.12
H -0.1496 2.0690 -3.2248 0.10
H 0.2763 1.9200 -4.9043 0.13
H 2.4072 2.3375 -2.7333 0.06
H 1.6424 3.6693 -3.6130 0.08
H 2.6215 2.4907 -4.4799 0.07
H 0.5040 -2.2721 -3.0171 0.07
H 1.0048 -1.9919 -1.3487 0.05
H 2.1931 -1.9422 -2.6680 0.09
H 0.6929 1.4791 -1.5442 0.04
C 3.5245 -2.4000 2.4351 -0.21
S 2.6173 -2.6980 0.9395 0.96
O 1.2168 -2.0882 1.1696 -0.65
C 2.3892 -4.4375 1.0653 -0.41
C 2.9386 -5.2312 0.0697 -0.08
C 2.7775 -6.6095 0.1453 -0.05
C 2.0657 -7.1631 1.1990 -0.05
C 1.5101 -6.3512 2.1853 -0.05
C 1.6669 -4.9783 2.1246 -0.08
H 2.8861 -2.6430 3.2838 0.07
H 3.8103 -1.3516 2.4512 0.04
H 4.4046 -3.0439 2.4080 0.08
H 3.4942 -4.7839 -0.7474 0.11
H 3.2043 -7.2460 -0.6186 0.12
H 1.9429 -8.2371 1.2570 0.12
H 0.9552 -6.7938 3.0024 0.12
H 1.2258 -4.3363 2.8783 0.11
C -4.1151 -2.9104 2.3287 -0.20
Si -2.3079 -2.6621 2.0483 0.29
C -1.3912 -2.5341 3.6491 -0.21
C -1.6283 -4.0544 1.0325 -0.21
As -1.8743 -0.6602 0.8135 0.86
Si -2.9128 -1.0686 -1.2953 0.31
C -2.1828 -2.5952 -2.0810 -0.20
C -4.7436 -1.2857 -1.1437 -0.20
C -2.5403 0.4165 -2.3742 -0.22
Si -3.3139 1.0720 1.6151 0.29
C -4.8649 0.3863 2.3530 -0.20
C -2.5142 2.1476 2.9028 -0.20
C -3.7496 2.1480 0.1649 -0.21
H -4.2654 -3.9629 2.5962 0.05
H -4.7148 -2.7041 1.4438 0.01
H -4.4888 -2.3005 3.1512 0.03
H -1.4387 -3.5002 4.1631 0.05
H -1.8153 -1.7776 4.3130 0.04
H -0.3430 -2.2822 3.4695 0.00
H -1.4437 -4.9099 1.6901 0.04
H -0.6805 -3.7851 0.5639 0.01
H -2.3330 -4.3764 0.2629 0.04
H -1.4321 -3.0930 -1.4712 0.00
H -1.7326 -2.3253 -3.0383 0.02
H -2.9782 -3.3185 -2.2842 0.05
H -5.0079 -2.2665 -0.7428 0.03
H -5.1562 -1.2210 -2.1571 0.05
H -5.2278 -0.5177 -0.5401 0.02
H -1.7613 1.0419 -1.9354 -0.01
H -3.4282 1.0346 -2.5199 0.04
H -2.2023 0.0798 -3.3596 0.04
H -4.6974 0.0307 3.3720 0.04
H -5.3150 -0.4206 1.7790 0.01
H -5.5872 1.2096 2.4024 0.05
H -2.3530 1.6198 3.8433 0.04
H -3.2029 2.9790 3.0940 0.05
H -1.5548 2.5509 2.5713 0.00
H -4.4690 1.6643 -0.4986 0.02
H -2.8630 2.4096 -0.4137 0.01
H -4.2210 3.0646 0.5397 0.05
I 5.2070 3.9808 2.0257 0.95
C 4.6347 2.3570 0.8723 -0.71
C 5.2781 2.0489 -0.3107 -0.11
C 4.8304 0.9481 -1.0306 -0.04
C 3.7535 0.2330 -0.5532 -0.16
N 3.1146 0.5258 0.5890 0.02
C 3.5720 1.5670 1.2917 -0.22
H 6.1111 2.6434 -0.6645 0.11
H 5.3160 0.6490 -1.9505 0.12
H 3.3895 -0.6305 -1.0931 0.08
H 3.0763 1.7945 2.2222 0.07

83
Properties=species:S:1:pos:R:3:lowdin_charge:R:1 method="wB97M-V/def2-TZVPD" homo_lumo_gap_ev="6.60 / 6.81" charge=-1 mol_weight_g_mol=759.70 lumo_ev="2.035 / 2.220" de_lowest_kj_mol=82.2 spin_multiplicity=2
V 0.1793 -0.4761 -0.5959 1.04
O 3.1317 -0.2890 2.7725 0.04
C 3.7684 0.8185 2.3488 -0.26
C 4.6729 1.4061 3.2347 -0.02
C 5.3783 2.5335 2.8630 -0.10
C 5.2060 3.0977 1.5992 -0.10
C 4.3113 2.5195 0.7201 -0.04
C 3.5795 1.3852 1.0765 -0.08
C 2.6033 0.8159 0.1288 -0.40
O 1.8028 -0.1322 0.5626 -0.19
N 2.5631 1.2579 -1.0930 0.13
N 1.5490 0.5538 -1.7173 -0.07
C 1.3850 0.6249 -2.9827 -0.03
C 0.5905 -0.3900 -3.6609 -0.14
C 0.1298 -0.1684 -4.9632 -0.05
C -0.5080 -1.1592 -5.6779 -0.11
C -0.6591 -2.4186 -5.0869 -0.09
C -0.1879 -2.6703 -3.8160 -0.02
C 0.4324 -1.6669 -3.0519 -0.34
O 0.8337 -1.9166 -1.8169 -0.16
H 2.4597 -0.5159 2.0893 0.06
H 4.7957 0.9573 4.2121 0.11
H 6.0661 2.9855 3.5682 0.10
H 5.7593 3.9823 1.3120 0.09
H 4.1394 2.9384 -0.2633 0.11
H 1.9402 1.3695 -3.5476 0.14
H 0.2764 0.8138 -5.4008 0.11
H -0.8795 -0.9687 -6.6761 0.09
H -1.1571 -3.2111 -5.6336 0.10
H -0.3105 -3.6422 -3.3540 0.11
N 1.1970 3.9909 1.3193 0.05
C 0.5128 3.3810 0.2865 -0.97
S 0.2870 4.2240 -1.1920 0.43
N 0.1385 2.1609 0.6087 -0.05
N -0.6598 1.3846 -0.1690 -0.08
C -1.7384 1.8942 -0.6568 -0.08
C -2.7625 1.1247 -1.3432 -0.13
C -3.9661 1.7184 -1.7187 -0.03
C -4.9575 0.9686 -2.3288 -0.09
C -4.7463 -0.3892 -2.5709 -0.08
C -3.5543 -0.9936 -2.2080 0.00
C -2.5771 -0.2266 -1.5963 -0.26
O -1.3962 -0.7663 -1.2447 -0.18
H 1.8724 4.6731 1.0145 0.06
H 1.5189 3.3441 2.0265 0.08
H -1.9205 2.9453 -0.4667 0.09
H -4.1122 2.7742 -1.5196 0.12
H -5.8924 1.4337 -2.6137 0.09
H -5.5174 -0.9797 -3.0500 0.10
H -3.3597 -2.0419 -2.3931 0.12
C -4.4523 2.0188 1.9183 -0.10
C -4.2578 0.6573 1.7369 -0.09
C -3.0439 0.0714 2.0783 -0.07
C -2.0077 0.8366 2.6086 -0.37
C -2.2084 2.2098 2.7625 -0.13
C -3.4198 2.7975 2.4311 -0.09
P -0.3230 0.1916 2.9558 1.13
C -0.3352 -0.0434 4.7848 -0.37
C -1.1883 0.6336 5.6496 -0.09
C -1.0350 0.5365 7.0301 -0.10
C -0.0213 -0.2390 7.5699 -0.11
C 0.8437 -0.9164 6.7157 -0.09
C 0.6925 -0.8127 5.3425 -0.11
C -0.4863 -1.5376 2.3285 -0.38
C -0.9709 -2.5503 3.1644 -0.11
C -1.1320 -3.8517 2.7155 -0.10
C -0.8093 -4.1512 1.3980 -0.09
C -0.3621 -3.1429 0.5558 -0.10
C -0.1950 -1.8176 0.9848 -0.17
H -5.3965 2.4755 1.6474 0.10
H -5.0443 0.0464 1.3088 0.10
H -2.9005 -0.9900 1.9110 0.10
H -1.3873 2.8331 3.1019 0.10
H -3.5491 3.8662 2.5494 0.10
H -1.9952 1.2377 5.2493 0.09
H -1.7166 1.0702 7.6816 0.09
H 0.0981 -0.3152 8.6438 0.09
H 1.6474 -1.5191 7.1214 0.10
H 1.3861 -1.3324 4.6886 0.10
H -1.2347 -2.3147 4.1887 0.10
H -1.5136 -4.6149 3.3835 0.09
H -0.9139 -5.1633 1.0222 0.09
H -0.1247 -3.3877 -0.4700 0.08

45
Properties=species:S:1:pos:R:3:lowdin_charge:R:1 method="wB97M-V/def2-TZVPD" homo_lumo_gap_ev=8.34 mol_weight_g_mol=407.88 lumo_ev=-0.584 de_lowest_kj_mol=1444.7
O 0.4508 2.4572 -1.7495 0.16
C 0.3588 1.7836 -0.8393 -0.63
N -0.7202 1.1426 -0.6045 0.13
H -0.8433 0.5340 0.2842 0.14
C -1.9465 0.6850 -1.6559 0.10
C -3.3141 0.5304 -0.7186 -0.18
C -3.7181 1.3145 0.4541 -0.07
C -4.8248 1.2410 0.8585 -0.21
C -5.6746 0.1888 0.5164 -0.63
C -5.2322 -0.7144 -0.4486 -0.08
C -4.1482 -0.2393 -1.1023 -0.20
H -3.9174 -0.9914 -2.0405 0.18
H -5.8933 -1.6691 -0.8307 0.17
Cl -7.0727 -0.0318 1.5084 0.67
H -5.0968 1.8456 1.6727 0.11
H -3.0601 2.2333 0.6944 0.17
H -1.7151 -0.1434 -2.1172 0.02
H -2.0686 1.7142 -2.0370 0.12
C 1.3374 1.7779 0.2265 -0.37
O 0.9065 1.2486 1.4971 -0.13
N 2.4001 2.1102 -0.1567 0.15
C 3.4938 1.9001 0.8687 0.08
H 3.3109 1.9450 1.8214 0.06
H 4.3335 2.5893 0.7062 0.13
C 4.1528 0.5479 0.1468 0.15
N 3.1452 -0.5486 0.3553 -0.07
C 2.3573 -0.9450 -0.7716 -0.15
O 2.7338 -0.0760 -1.8505 -0.12
C 1.0456 -1.6103 -0.6235 -0.61
C 0.4941 -1.9826 -1.8047 -0.14
C -0.7374 -2.5053 -1.6744 -0.25
C -1.0356 -2.7646 -0.4200 -0.26
S 0.2639 -2.0119 0.6947 1.10
H -1.8716 -3.3232 0.1605 0.11
H -1.4305 -3.0575 -2.3910 0.15
H 0.8905 -1.5202 -2.8159 0.18
C 2.9443 -1.1403 1.5099 -0.28
H 2.8275 -2.2139 1.8847 0.13
C 4.2045 -0.6659 2.3945 -0.31
H 3.9012 0.1214 3.2885 0.14
O 5.0969 -0.1690 1.5385 -0.12
H 4.6570 -1.4781 3.0104 0.11
H 1.9429 -0.7770 2.2223 0.14
H 4.6261 0.2387 -0.5486 0.04
H 2.4459 2.4293 -1.1137 0.18

119
Properties=species:S:1:pos:R:3:lowdin_charge:R:1 method="wB97M-V/def2-TZVPD" homo_lumo_gap_ev=9.04 mol_weight_g_mol=638.88 lumo_ev=-0.109
O -5.3306 3.1268 -12.0358 -0.06
H -5.8012 2.5108 -11.4743 -0.01
H -4.5791 2.6304 -12.3597 0.01
O -1.4104 -1.2998 -12.3604 -0.05
H -1.7111 -2.1139 -11.9566 0.04
H -1.0275 -0.8011 -11.6386 0.01
O -3.3361 1.0426 -11.8302 -0.06
H -2.7346 1.2268 -11.1088 0.00
H -3.1057 0.1583 -12.1150 0.00
O -3.7511 -1.9466 -10.7289 -0.04
H -4.6614 -2.0697 -10.9981 0.01
H -3.5200 -2.7621 -10.2841 0.04
O -4.0413 5.7872 -12.3604 -0.06
H -3.9367 5.6064 -11.4263 0.00
H -4.5675 5.0581 -12.6885 0.00
O -0.9675 -2.4911 -14.8477 -0.06
H -0.3475 -2.8860 -14.2346 0.03
H -1.4790 -1.8834 -14.3137 -0.02
O 0.9496 2.1010 -8.9661 -0.04
H 1.2880 2.8957 -8.5536 0.07
H 0.6605 1.5554 -8.2348 0.03
O -1.2341 0.8128 -10.2606 -0.06
H -0.6206 1.4044 -9.8251 0.01
H -1.5222 0.2152 -9.5705 -0.01
C 0.2467 -1.1700 -7.9388 -0.07
C -1.1755 -1.6865 -7.9260 -0.40
C -1.4162 -2.6100 -6.5997 -0.17
O -2.6202 -3.3517 -6.7195 -0.19
C -3.1704 -3.6873 -5.4639 -0.11
N -1.9644 -0.5003 -7.9717 0.03
H 0.6344 -0.5345 -8.7351 0.06
H 0.8080 -2.1038 -7.9705 0.09
H 0.4533 -0.6421 -7.0078 0.09
H -1.3927 -2.3154 -8.7893 0.14
H -1.3949 -1.9294 -5.7486 0.11
H -0.5531 -3.2495 -6.4149 0.12
H -3.4039 -2.7954 -4.8825 0.09
H -2.5583 -4.4814 -5.0362 0.09
H -4.0465 -4.3259 -5.5765 0.09
H -2.8725 -0.8963 -8.1680 0.08
H -2.1287 -0.0065 -7.1061 0.10
C 4.9247 0.9472 -11.9415 -0.04
C 3.4243 0.9350 -11.5467 -0.44
C 2.6437 -0.2009 -12.1153 -0.21
O 2.4790 -0.2268 -13.5435 -0.19
C 1.5896 0.8228 -13.9635 -0.08
N 3.3948 0.8117 -10.0735 0.03
H 5.3319 1.8892 -11.5741 0.07
H 5.0509 0.9146 -13.0237 0.07
H 5.4065 0.0551 -11.5414 0.08
H 2.9215 1.8786 -11.7582 0.12
H 1.6187 -0.3614 -11.7809 0.11
H 3.1645 -1.1238 -11.8603 0.13
H 0.6027 0.4332 -13.7138 0.08
H 1.7559 1.0573 -15.0150 0.09
H 1.7164 1.7243 -13.3641 0.07
H 3.7998 1.6387 -9.6586 0.06
H 2.4350 0.8430 -9.7607 0.02
C -5.1644 -4.0202 -14.5731 -0.07
C -4.2405 -4.4114 -15.7112 -0.42
C -4.6955 -5.6619 -16.4823 -0.21
O -4.4634 -6.7533 -15.6127 -0.16
C -4.8258 -7.8937 -16.3698 -0.13
N -4.2316 -3.2676 -16.6307 0.05
H -5.4209 -4.8304 -13.8906 0.08
H -6.1206 -3.6307 -14.9224 0.07
H -4.6989 -3.1334 -14.1431 0.07
H -3.2826 -4.5425 -15.2079 0.13
H -4.1231 -5.7568 -17.4051 0.12
H -5.7446 -5.5691 -16.7632 0.13
H -5.8973 -8.0459 -16.4993 0.09
H -4.7160 -8.8406 -15.8411 0.08
H -4.2437 -7.9283 -17.2907 0.09
H -3.6600 -2.4910 -16.3304 0.03
H -3.7752 -3.5799 -17.4758 0.07
C -8.0155 1.0669 -13.0488 -0.06
C -7.5608 0.0188 -12.0493 -0.44
C -7.0497 -1.2862 -12.7726 -0.18
O -6.7405 -2.2977 -11.8126 -0.23
C -7.9568 -2.7810 -11.1927 -0.08
N -6.6164 0.6032 -11.1591 0.06
H -7.2622 1.7152 -13.4964 0.07
H -8.6525 1.8259 -12.5947 0.08
H -8.6497 0.6426 -13.8272 0.08
H -8.4643 -0.2249 -11.4903 0.13
H -6.1393 -1.0385 -13.3186 0.12
H -7.7042 -1.6693 -13.5556 0.12
H -8.8514 -2.6666 -11.8049 0.09
H -8.1571 -2.0972 -10.3678 0.07
H -7.7658 -3.7890 -10.8247 0.09
H -5.6931 0.7437 -11.5436 0.05
H -6.6343 -0.0805 -10.4159 0.07
C -3.1154 1.4461 -16.3747 -0.06
C -3.6172 -0.0374 -16.3319 -0.30
O -5.0361 -0.0930 -16.4271 -0.10
H -3.0775 1.9207 -17.3553 0.06
H -2.1581 1.6073 -15.8790 0.07
H -3.8823 2.0748 -15.9221 0.07
H -3.2793 -0.5020 -15.4057 0.09
H -3.3367 -0.5438 -17.2555 0.10
H -5.3886 -0.9798 -16.5312 0.05
C -5.5983 2.7483 -7.2764 -0.09
C -5.7350 1.2310 -7.2068 -0.28
O -7.1641 1.0034 -6.9046 -0.10
H -5.8003 3.0927 -8.2907 0.07
H -4.6314 3.1451 -6.9669 0.06
H -6.2198 3.1301 -6.4665 0.08
H -4.9857 0.8963 -6.4894 0.09
H -5.5155 0.7579 -8.1639 0.09
H -7.3373 0.0856 -6.6831 0.07
C -1.6511 5.6117 -8.0606 -0.07
C -3.0631 6.2510 -8.5178 -0.27
O -4.0183 5.2056 -8.6481 -0.09
H -1.1820 4.9388 -8.7783 0.06
H -1.6175 5.1726 -7.0636 0.06
H -1.0291 6.4765 -7.8296 0.06
H -2.9409 6.9648 -9.3325 0.11
H -3.3369 6.7907 -7.6112 0.10
H -4.8497 5.6843 -8.6125 0.09